(1)
9
Properties=species:S:1:pos:R:3:forces:R:3:mulliken_charge:R:1 method="wB97M-V/def2-TZVPD" gap_ev="9.513 / 9.140" total_charge=0 lumo_energy_ev="-1.753 / -1.179" max_force_ev_per_a=2.73 homo_energy_ev="-11.27 / -10.32" e_tot_ev=-8169.969
C 1.0472 -0.6187 -0.2731 -1.8 -0.8 -1.7 -0.606
N -1.0910 0.6771 1.0944 -0.7 -1.6 -1.3 -0.468
N 2.2521 0.0693 -0.0702 -1.8 -0.7 0.1 0.912
O 2.5545 0.8801 -0.9097 1.1 1.0 -0.6 -0.554
O 2.8101 -0.2118 0.9619 1.5 0.3 1.0 -0.537
H 0.6545 -1.1970 0.6020 0.4 0.6 -1.3 0.436
H 0.6912 -0.5861 -1.3912 0.5 -0.2 2.7 0.332
H -1.5060 0.9405 0.1710 0.5 0.2 1.0 0.244
H -0.7009 1.4753 1.5399 0.4 1.3 0.2 0.240

=====

(2)
10
Properties=species:S:1:pos:R:3:forces:R:3:mulliken_charge:R:1 method="wB97M-V/def2-TZVPD" gap_ev="4.197 / 7.118" total_charge=0 lumo_energy_ev="-1.022 / -1.524" multiplicity=3 max_force_ev_per_a=5.53 homo_energy_ev="-5.22 / -8.64" e_tot_ev=-12471.128
O 0.7905 -2.2322 -0.2644 -0.2 0.0 -1.4 -0.462
C 1.5568 -1.8105 0.7206 -0.4 -0.5 3.1 0.058
C 1.7384 -1.7042 1.9337 0.6 0.5 -1.8 -0.259
C -1.7254 -1.5974 1.7036 -1.3 -1.7 -0.5 -1.074
C -1.4254 -0.3789 1.5767 3.9 3.8 0.9 0.852
O -0.6351 0.6132 1.6761 -4.3 -2.3 -0.5 -0.496
Ag 1.4341 1.0420 1.6388 1.5 0.6 -0.2 -0.172
H 1.2670 -2.2612 -1.1070 0.1 0.1 0.1 0.365
H 2.1331 -1.2693 2.8380 -0.2 -0.4 -0.2 0.392
Li -1.2542 -2.1867 -0.1519 0.2 0.0 0.4 0.797

=====

(3)
24
Properties=species:S:1:pos:R:3:forces:R:3:mulliken_charge:R:1 method="wB97M-V/def2-TZVPD" gap_ev="2.958 / 7.247" total_charge=-1 lumo_energy_ev="3.749 / 3.697" multiplicity=2 max_force_ev_per_a=2.60 homo_energy_ev="0.79 / -3.55" e_tot_ev=-11605.486
C -1.6269 0.5710 2.1529 0.2 -1.4 1.3 -0.584
C -2.7537 -0.2770 1.5990 -0.7 -0.5 -0.1 -1.025
H -0.7037 0.3972 1.6270 0.0 0.4 -0.9 0.146
H -1.8903 1.6274 2.1400 0.3 -0.1 0.6 0.200
H -1.2989 0.0828 3.1061 -0.7 1.2 0.1 0.303
H -2.3757 -1.2618 1.3041 0.0 0.2 -0.5 0.272
H -3.5969 -0.5436 2.2598 0.4 0.5 0.4 0.336
H -3.2504 0.2457 0.7836 0.2 -0.3 -0.5 0.295
C 0.3202 -2.3832 -1.1344 1.0 -0.7 1.0 -1.198
C 0.3401 1.4181 -0.5849 -0.4 1.0 0.9 -0.559
C 1.6929 1.6543 -0.8209 0.0 -0.6 -0.7 0.195
C -0.0959 0.0692 -0.5685 0.3 -2.5 -0.7 -0.631
C 0.7374 -0.9467 -1.0467 0.7 0.7 -0.8 0.543
C 2.5155 0.6910 -1.3985 -0.3 1.4 0.7 -0.550
C 2.0004 -0.6398 -1.5690 0.4 0.4 0.1 -0.683
O 2.1702 2.9412 -0.5616 0.6 0.3 -0.6 -0.576
H -0.3029 2.2730 -0.3468 0.2 -0.4 0.1 0.398
H -1.0346 -0.3715 -0.2726 -0.5 0.9 0.1 0.438
H 3.4888 1.0251 -1.7450 0.1 -0.3 0.2 0.357
H 2.0752 3.1125 0.3775 -0.3 -0.1 0.1 0.308
H 1.1987 -2.9350 -1.5065 -0.5 0.0 -0.3 0.352
H -0.5487 -2.5784 -1.7545 -0.2 0.0 0.0 0.263
H 2.7361 -1.3555 -1.9236 -0.4 -0.4 0.0 0.143
H 0.2031 -2.8162 -0.1164 -0.5 0.2 -0.4 0.254

=====

(4)
17
Properties=species:S:1:pos:R:3:forces:R:3:mulliken_charge:R:1 method="wB97M-V/def2-TZVPD" gap_ev=9.622 total_charge=0 lumo_energy_ev=1.147 max_force_ev_per_a=0.40 homo_energy_ev=-8.48 smiles="CN1C=C1.CC" e_tot_ev=-6849.451
C 1.8325 -1.9027 0.8273 0.0 0.0 0.0 -0.912
N 0.7607 -1.2137 0.0855 -0.1 -0.3 0.3 -0.338
C -0.4416 -0.9836 0.9535 0.0 -0.1 0.1 -0.557
C -0.5440 -1.9551 0.1382 0.1 -0.2 0.1 0.009
H 2.4748 -1.1484 1.2999 -0.1 -0.2 -0.1 0.314
H 2.4265 -2.4955 0.1234 0.0 0.1 0.1 0.266
H 1.4213 -2.5624 1.6086 0.2 0.1 -0.1 0.357
H -0.7158 -0.3652 1.7912 0.0 0.0 -0.2 0.343
H -0.9834 -2.8457 -0.2802 0.0 0.2 -0.1 0.367
C -1.9205 1.6313 -0.8322 0.1 0.0 0.0 -0.830
C -0.4022 1.7160 -0.6679 -0.1 0.2 0.0 -0.613
H -2.1663 1.0533 -1.7304 -0.1 0.1 0.2 0.245
H -2.3747 1.1243 0.0294 0.0 0.1 -0.2 0.242
H -2.3720 2.6267 -0.9254 0.0 -0.2 0.0 0.325
H 0.0539 2.2620 -1.5008 -0.1 0.0 0.1 0.326
H -0.1346 2.2281 0.2670 0.0 0.0 -0.2 0.240
H 0.0405 0.7242 -0.6450 0.1 0.1 -0.1 0.214

=====

(5)
13
Properties=species:S:1:pos:R:3:forces:R:3:mulliken_charge:R:1 method="wB97M-V/def2-TZVPD" gap_ev=9.234 total_charge=0 lumo_energy_ev=0.322 max_force_ev_per_a=5.66 homo_energy_ev=-8.91 e_tot_ev=-7795.853
C 1.0800 0.5167 1.4974 -2.5 -1.5 -2.9 -0.742
C 0.6429 0.7912 0.1825 1.5 0.4 5.4 -0.180
C -0.2404 -0.1239 -0.4462 -1.3 0.7 -2.9 0.867
C -0.3101 -1.5220 0.0405 0.6 -0.1 2.4 -1.189
N -0.9733 0.2035 -1.4854 0.2 -0.4 1.5 -0.483
O -1.0516 1.6181 -1.7670 -0.1 -2.0 -3.9 -0.396
H 1.6089 1.1730 2.1118 1.0 1.2 0.4 0.307
H 0.7303 -0.4089 2.0592 0.6 1.2 -1.1 0.139
H 0.8096 1.7928 -0.1852 0.1 -0.2 -0.5 0.364
H -0.7694 -1.4783 1.0843 0.3 -0.1 -1.2 0.272
H -0.9756 -2.1254 -0.5442 0.1 -0.4 -0.5 0.334
H 0.7323 -1.9231 0.2727 -1.4 0.2 -0.9 0.326
H -1.2836 1.4862 -2.8205 0.8 1.0 4.1 0.380

=====

(6)
60
Properties=species:S:1:pos:R:3:forces:R:3:mulliken_charge:R:1 method="wB97M-V/def2-TZVPD" gap_ev="6.503 / 6.436" total_charge=0 lumo_energy_ev="-1.063 / -1.220" max_force_ev_per_a=3.76 homo_energy_ev="-7.57 / -7.66" e_tot_ev=-43792.684
Ir 0.1694 -0.0307 0.2569 3.6 0.7 1.0 1.354
C 2.6186 0.4999 1.4477 -0.6 -0.5 -1.3 -0.436
C 1.6250 0.7114 2.4323 -1.5 0.3 -0.1 -0.242
C 0.7933 1.8193 1.9593 0.5 0.1 0.3 -0.072
C 1.2958 2.1666 0.6770 -0.8 -0.7 0.5 -0.423
C 2.4363 1.3798 0.3626 -0.4 -1.1 -0.4 -0.427
C 3.3275 1.5948 -0.8260 0.1 -0.1 -0.3 1.815
C 3.9823 2.9783 -0.6672 -0.1 -0.2 0.0 -1.727
C 2.4791 1.5653 -2.1051 0.1 -0.1 0.2 -1.586
C 4.4148 0.5203 -0.8935 -0.2 0.2 0.1 -1.802
C -0.2173 2.7279 2.6522 -0.3 0.0 0.2 2.132
C -0.4799 3.9943 1.8165 0.1 -0.2 0.1 -2.298
C 0.3362 3.1942 4.0073 -0.1 -0.1 -0.2 -1.738
C -1.5873 2.0556 2.8171 0.1 0.1 0.0 -1.668
C 1.7369 -0.0671 3.7327 0.0 -0.2 0.2 2.248
C 0.4282 -0.3084 4.4856 0.1 0.2 -0.1 -1.822
C 2.7313 0.6905 4.6303 -0.2 -0.1 -0.1 -1.738
C 2.3200 -1.4699 3.4699 0.0 0.2 0.0 -1.987
H 3.4060 -0.2235 1.5166 0.2 -0.2 0.0 0.534
H 0.9488 2.9868 0.0772 -0.1 0.0 -0.1 0.824
H 3.2278 3.7604 -0.6630 -0.1 0.2 0.0 0.335
H 4.6718 3.1659 -1.4863 0.1 0.0 -0.1 0.455
H 4.5332 3.0271 0.2698 0.1 0.1 0.1 0.375
H 1.7521 2.3734 -2.1046 -0.1 0.1 0.0 0.286
H 1.9422 0.6179 -2.1713 0.0 0.0 -0.1 0.255
H 3.1115 1.6729 -2.9833 0.1 0.1 -0.1 0.464
H 5.0425 0.5572 -0.0051 0.1 0.0 0.1 0.331
H 5.0484 0.6806 -1.7630 0.1 0.0 -0.1 0.448
H 3.9674 -0.4667 -0.9715 0.0 -0.2 0.0 0.296
H 0.4366 4.5475 1.6262 0.1 0.1 0.0 0.415
H -1.1548 4.6446 2.3701 -0.1 0.0 0.1 0.477
H -0.9614 3.7505 0.8726 0.0 0.0 -0.2 0.354
H 1.3481 3.5746 3.8849 0.1 0.1 0.0 0.329
H 0.3570 2.3926 4.7349 0.0 0.0 0.1 0.267
H -0.2871 3.9913 4.4056 -0.1 0.1 0.1 0.488
H -1.9749 1.7974 1.8335 -0.1 -0.1 -0.1 0.315
H -2.2819 2.7503 3.2864 -0.1 0.1 0.1 0.491
H -1.5443 1.1576 3.4219 0.0 -0.1 0.0 0.154
H -0.1339 0.5978 4.6605 -0.1 0.0 0.0 0.262
H 0.6523 -0.7463 5.4559 0.0 -0.1 0.1 0.566
H -0.1931 -1.0114 3.9379 -0.1 0.0 -0.1 0.195
H 2.3302 1.6484 4.9403 0.0 0.1 0.1 0.259
H 3.6557 0.8716 4.0877 0.2 0.0 0.0 0.319
H 2.9529 0.0982 5.5146 0.1 -0.1 0.1 0.492
H 1.8100 -1.9591 2.6430 -0.1 -0.1 0.0 0.270
H 2.1868 -2.0814 4.3594 0.0 -0.1 0.1 0.495
H 3.3842 -1.4359 3.2572 0.2 0.0 -0.1 0.398
Cl -1.3564 1.2395 -1.0199 0.2 -0.8 -0.2 -0.543
F 2.0666 -2.0971 -1.1928 0.0 0.9 0.0 -0.218
B 1.1786 -1.8990 -0.2025 -0.7 0.3 -0.9 0.242
F 1.0014 -3.0836 0.4126 -0.5 0.6 0.6 -0.220
C -2.4980 -1.3200 2.1882 0.2 -0.2 -0.4 -0.289
C -2.4258 -2.3245 1.0485 -0.1 -0.1 0.6 -0.544
O -1.9030 -1.7253 -0.1229 0.5 0.6 -0.1 -0.446
H -2.6588 -1.8115 3.1438 0.0 0.0 0.1 0.444
H -3.2948 -0.6010 2.0168 -0.1 0.2 0.0 0.352
H -1.5432 -0.7811 2.2082 -0.1 0.0 0.1 -0.422
H -3.4148 -2.7534 0.8444 0.2 0.0 0.0 0.341
H -1.7299 -3.1276 1.2975 -0.1 0.0 -0.1 0.290
H -2.5154 -1.0466 -0.4455 0.2 0.1 0.0 0.277

=====

(7)
53
Properties=species:S:1:pos:R:3:forces:R:3:mulliken_charge:R:1 method="wB97M-V/def2-TZVPD" gap_ev=8.794 total_charge=0 lumo_energy_ev=0.413 max_force_ev_per_a=14.19 homo_energy_ev=-8.38 e_tot_ev=-40542.876
C 6.1461 -3.2237 -1.5257 -1.7 -0.6 -6.1 -1.113
H 6.4997 -2.3874 -0.9970 0.5 0.8 0.8 0.369
H 6.1664 -4.1876 -1.0721 0.7 -0.4 0.5 0.348
H 6.5710 -3.2449 -2.6144 0.5 -0.2 2.3 0.329
C 4.6421 -2.9989 -1.9531 0.7 -6.0 7.6 -0.628
C 4.0488 -3.0282 -0.3953 -2.2 0.0 -0.9 -0.718
H 4.5047 -2.1841 0.3027 -1.4 -1.9 -1.4 0.355
H 3.9567 -4.0767 0.0517 1.0 1.5 -0.4 0.430
S 2.1392 -2.8839 -0.7325 2.2 6.1 3.2 0.990
O 1.9670 -1.4175 -1.2300 0.0 -4.7 0.7 -0.664
O 1.6064 -4.0323 -1.3223 -0.5 -2.2 -3.2 -0.622
N 1.5019 -3.1306 0.8611 4.5 7.1 -0.3 0.145
C 1.6451 -1.6923 1.5083 -5.5 -7.1 5.9 -1.817
C 0.5469 -0.7242 1.3816 6.2 3.9 -3.9 0.173
H 0.8499 -0.3534 0.2185 -0.5 0.1 2.9 0.060
H 0.7304 0.1170 2.0989 -0.5 -0.6 -0.7 0.458
C -0.7249 -1.1642 1.1487 -6.5 -7.3 4.8 0.395
C -1.6830 -0.2391 0.6343 -7.5 0.9 5.9 -0.156
O -2.8780 0.1827 1.2579 6.2 -2.2 -2.4 -0.825
N -1.4410 0.0796 -0.5391 4.4 -1.1 -6.6 0.221
H -0.6853 -0.3597 -1.1837 -1.1 0.6 2.3 0.379
C -2.1204 1.0065 -1.2247 -4.6 4.6 -2.8 -1.155
C -1.3878 2.2736 -1.5595 2.1 -1.4 0.3 -1.078
H -1.7740 2.9697 -2.2033 -2.4 1.1 -2.1 0.706
H -0.6359 1.8239 -2.2226 1.5 0.9 0.8 0.394
C -1.1121 3.1620 -0.3897 8.6 -4.8 -0.1 -0.746
N -2.1228 3.8533 0.0246 -6.7 -2.8 10.5 0.354
C -2.9470 4.7282 -0.3763 6.8 7.0 -9.1 0.675
O -2.3422 5.3006 -1.4439 -3.9 -0.7 1.8 -0.800
C -3.9296 5.3155 0.4732 2.3 -9.9 0.2 -1.175
H -3.7472 6.0742 0.9987 2.9 5.8 4.5 0.556
C -4.1967 4.0086 1.2717 4.1 4.1 4.3 -0.917
H -4.9391 3.3840 1.0220 -2.4 -2.2 -1.6 0.452
H -4.4198 4.4140 2.2827 -0.3 -0.8 -0.2 0.317
C -2.7324 3.4008 1.3793 -2.8 -2.2 0.4 -0.111
H -2.2948 3.7218 2.3903 0.2 -0.2 -2.0 0.268
H -2.9705 2.2597 1.4024 1.4 1.8 0.0 0.028
H -4.7217 5.5714 0.0693 -7.4 2.2 -4.9 0.539
H -0.3149 3.8614 -0.6113 0.7 0.0 -0.3 0.411
H -0.5688 2.3377 0.5101 -1.9 2.8 -2.1 0.063
H -2.4904 0.8211 -2.2592 -0.2 -1.4 0.9 0.178
H -2.9236 1.3043 -0.5764 -1.0 -0.2 -0.1 0.742
C -0.7287 -2.6369 0.3794 -9.6 8.9 -5.6 0.368
H -0.4664 -2.3494 -0.7268 -0.7 -0.9 1.6 0.053
H -1.8247 -3.1918 0.4100 2.6 1.9 -0.2 0.316
C 0.1497 -3.4176 0.8826 6.1 -9.1 3.9 -1.978
H 0.0380 -3.7180 1.9261 -0.8 -0.3 0.1 0.496
H 0.2840 -4.2652 0.2462 -1.5 -1.8 0.0 0.715
H -1.3040 -1.5850 2.1934 1.7 1.3 -2.2 0.299
H 1.5248 -2.1936 2.8157 0.3 1.5 -3.2 0.292
H 2.5537 -1.3880 1.6115 5.5 2.1 -0.3 0.706
H 4.3774 -2.1275 -2.2286 -1.3 6.3 -2.6 0.507
H 3.9780 -3.7699 -2.3652 1.2 -0.2 -0.7 0.418

=====

(8)
15
Properties=species:S:1:pos:R:3:forces:R:3:mulliken_charge:R:1 method="wB97M-V/def2-TZVPD" gap_ev="6.521 / 6.518" total_charge=+2 lumo_energy_ev="-10.616 / -10.617" max_force_ev_per_a=4.31 homo_energy_ev="-17.14 / -17.14" e_tot_ev=-21019.034
C 0.6832 -0.1170 0.0396 -2.0 -0.1 -0.4 0.347
C -2.7988 0.5486 -0.0998 1.7 0.3 1.0 0.288
C 2.9484 -0.7375 0.0386 2.6 -1.7 1.1 -0.508
C 1.3552 1.1410 0.0754 0.4 1.1 0.6 0.084
N -0.5946 -0.3001 -0.1773 3.6 -2.4 0.1 -0.386
N -1.6434 0.3816 -0.0619 -2.3 1.2 -0.3 0.332
N 1.6020 -1.1083 0.0798 -2.1 -0.6 -0.5 -0.175
N -4.0521 0.6431 0.1000 -1.2 3.6 0.9 -0.358
S 2.9631 1.1439 -0.0813 -0.1 -1.5 -0.1 0.219
H 3.4560 -0.9525 1.1260 -0.7 0.6 -2.6 0.390
H 3.4295 -1.4321 -0.7840 -0.1 2.1 1.5 0.422
H 0.7873 2.0258 0.2710 -0.1 0.7 -0.2 0.395
H 1.3254 -2.0506 -0.2210 0.2 0.4 0.3 0.326
H -4.5830 -0.1085 -0.2172 -1.4 -1.6 -0.6 0.279
H -4.6072 1.5468 0.3775 1.7 -2.1 -0.8 0.345